{
  "formula": "C2H4N4O2",
  "method": "ωB97M-V with the def2-TZVPD basis set",
  "max_force_ev_per_a": 5.382,
  "e_tot_ev": -12189.1034,
  "homo_ev": -9.9,
  "e_lumo_ev": 0.77,
  "smiles": "[H]/N=N\\O.c1conn1",
  "gap_ev": 10.705,
  "charge": 0,
  "elements": ["N", "N", "O", "O", "H", "C", "C", "N", "H", "N", "H", "H"],
  "coordinates": [[-1.133, -0.396, 1.543], [-0.261, -0.953, 0.879], [-1.196, -0.667, -2.062], [-0.584, 0.543, 2.378], [1.967, -0.823, 0.682], [0.790, 0.439, 2.251], [0.994, -0.528, 1.295], [-0.384, 0.488, -1.873], [-0.113, 0.640, -3.839], [0.025, 1.112, -2.812], [-1.500, -0.911, -1.215], [1.395, 1.054, 2.775]]
}


{
  "formula": "C19H41N2O4",
  "method": "ωB97M-V with the def2-TZVPD basis set",
  "max_force_ev_per_a": 9.191,
  "e_tot_ev": -31523.1740,
  "homo_ev": -10.4,
  "e_lumo_ev": -2.80,
  "gap_ev": 7.653,
  "charge": 1,
  "elements": ["H", "C", "H", "C", "H", "C", "C", "N", "C", "H", "H", "C", "C", "C", "H", "H", "H", "H", "H", "H", "H", "H", "C", "C", "C", "N", "H", "H", "O", "C", "H", "H", "C", "H", "H", "C", "C", "H", "H", "H", "O", "H", "H", "H", "H", "H", "H", "H", "H", "H", "C", "H", "O", "C", "H", "C", "H", "H", "H", "H", "H", "H", "O", "H", "C", "H"],
  "coordinates": [[-0.362, 2.092, -2.155], [0.405, 2.680, -4.298], [5.813, 2.689, -0.026], [4.178, 2.529, 1.591], [0.265, -0.565, -5.353], [-4.554, -5.193, 3.485], [1.238, 1.241, -4.324], [2.248, 3.188, -0.121], [-3.527, -4.187, 1.569], [-5.459, -5.784, 3.667], [-1.328, 3.509, -2.943], [0.816, 3.633, -0.337], [3.967, 1.532, -0.983], [0.782, -1.268, -3.247], [4.066, 1.665, 2.380], [-0.947, 0.593, 0.443], [2.128, 1.221, -3.532], [2.954, 3.725, -0.687], [-0.119, 0.004, -1.578], [4.218, 2.297, -1.864], [1.783, 1.209, -5.385], [1.370, -1.009, -1.015], [0.386, -1.053, -1.671], [-0.233, 3.049, -2.830], [-3.053, -3.491, 4.695], [-5.461, -3.126, 4.547], [-0.377, 2.717, -5.189], [-6.376, -3.575, 4.600], [-0.710, -2.628, 1.283], [0.274, -0.083, -4.260], [0.206, 5.158, -1.999], [2.160, 1.008, 0.339], [-1.650, -0.322, 0.730], [0.561, 4.539, 0.362], [-1.870, -0.260, 1.890], [0.708, 4.097, -1.940], [4.942, 1.942, 0.268], [1.760, 4.152, -2.461], [1.623, 1.435, -1.422], [4.863, 3.365, 2.098], [-0.512, -2.073, -1.108], [-4.558, -4.707, 5.576], [-3.306, -3.155, 1.848], [-0.863, 0.213, -4.055], [-2.614, -0.221, 0.069], [-2.921, -2.731, 3.922], [1.933, -1.493, -3.300], [-2.249, -4.227, 4.592], [2.635, 4.318, 1.760], [0.223, -2.263, -3.596], [2.717, 3.214, 1.316], [-2.921, -2.988, 5.660], [5.610, 0.670, 0.703], [2.388, 1.725, -0.586], [-3.680, -4.208, 0.486], [-4.422, -4.164, 4.632], [1.207, 3.525, -4.538], [1.925, 2.573, 1.938], [-3.717, -5.902, 3.482], [4.136, 0.461, -1.421], [-2.683, -4.841, 1.811], [4.952, -0.074, 0.528], [-4.731, -4.611, 2.191], [0.104, 2.712, -0.114], [-0.911, -1.732, 0.279], [-5.433, -2.747, 3.595]]
}


{
  "formula": "C26H22F10N6O3Tl",
  "method": "ωB97M-V with the def2-TZVPD basis set",
  "max_force_ev_per_a": 0.220,
  "e_tot_ev": -74266.4348,
  "homo_ev": -4.5,
  "e_lumo_ev": 2.39,
  "gap_ev": 6.864,
  "charge": -1,
  "elements": ["F", "H", "C", "H", "N", "H", "F", "C", "Tl", "H", "C", "C", "C", "H", "C", "F", "H", "O", "C", "F", "F", "O", "H", "H", "N", "H", "F", "H", "C", "H", "C", "C", "C", "N", "H", "H", "H", "F", "H", "C", "H", "C", "F", "H", "H", "N", "F", "C", "C", "C", "H", "N", "H", "C", "C", "C", "C", "F", "C", "C", "H", "C", "C", "N", "H", "C", "C", "O"],
  "coordinates": [[-0.298, 2.889, 1.206], [2.458, -1.375, 0.766], [3.677, 2.547, 3.836], [1.618, 1.454, -2.524], [-0.653, 1.597, -1.157], [-0.017, -1.568, 2.503], [4.416, 1.699, 1.805], [-5.963, -2.204, -2.351], [-0.382, 0.156, 0.470], [0.310, -1.943, -2.229], [-1.930, 5.581, -0.536], [2.724, -0.317, 0.631], [-4.840, -0.776, -0.785], [-8.185, -0.572, -0.398], [3.403, 1.800, 2.705], [4.909, 3.059, 4.000], [-6.094, 0.343, 0.543], [-2.494, -0.799, -0.736], [-1.165, -2.892, 1.188], [-1.120, 5.370, 1.663], [-2.014, 3.190, -3.224], [-2.603, 1.096, 1.079], [-1.369, -5.340, 2.003], [1.207, 0.059, -3.529], [1.389, -0.329, -1.454], [1.485, -2.377, -0.988], [-0.048, 0.994, 3.324], [3.749, -0.208, 0.982], [-6.067, -0.370, -0.266], [-5.914, -2.917, -3.164], [-1.710, 3.678, -1.997], [1.443, 2.283, 4.554], [-0.452, 0.948, -2.439], [-3.600, -0.279, -0.269], [2.822, 1.089, -0.948], [-1.082, 0.052, -2.486], [-3.814, -1.985, -2.199], [-2.321, 6.847, -0.311], [2.042, -1.965, -2.633], [-0.830, -1.522, 1.780], [0.293, -5.830, 1.887], [-4.783, -1.693, -1.824], [-2.708, 5.669, -2.751], [3.504, -0.488, -1.393], [-0.725, 1.574, -3.283], [1.771, 0.505, 1.358], [2.974, 3.534, 5.879], [-1.072, 2.874, -1.029], [1.186, 1.530, 3.433], [-7.232, -0.890, -0.802], [-1.431, -2.807, 0.132], [-3.688, 0.653, 0.615], [-8.108, -2.209, -2.258], [2.706, 2.806, 4.778], [-0.042, -3.892, 1.334], [-7.191, -1.808, -1.846], [-1.326, 4.829, 0.457], [0.476, 2.479, 5.463], [2.137, 1.236, 2.423], [2.685, 0.012, -0.852], [-1.712, -1.114, 2.270], [-2.112, 4.982, -1.763], [-0.914, 3.542, 0.205], [-0.412, -5.119, 1.803], [-2.050, -3.305, 1.683], [1.010, 0.549, -2.566], [1.310, -1.732, -1.844], [1.127, -3.652, 1.090]]
}


{
  "formula": "C2H10N4O",
  "method": "ωB97M-V with the def2-TZVPD basis set",
  "max_force_ev_per_a": 2.446,
  "e_tot_ev": -10239.3973,
  "homo_ev": -7.8,
  "e_lumo_ev": 0.98,
  "smiles": "CNN(N)N(C)O",
  "gap_ev": 8.795,
  "charge": 0,
  "elements": ["O", "H", "H", "H", "H", "C", "H", "H", "H", "H", "N", "N", "N", "N", "H", "H", "C"],
  "coordinates": [[2.146, -0.558, -0.690], [1.781, -0.126, -1.491], [-2.821, -0.372, 0.840], [2.123, 1.103, 1.265], [2.303, -0.571, 1.800], [-1.942, -0.557, 0.215], [-0.487, 1.118, -2.353], [-1.372, -1.368, 0.681], [-0.611, -0.530, -2.022], [-2.323, -0.885, -0.756], [0.062, 0.594, -0.522], [-1.187, 0.693, 0.105], [0.990, -0.339, 0.168], [-0.065, 0.318, -1.884], [0.819, 0.290, 2.181], [-1.000, 1.032, 1.054], [1.584, 0.158, 1.408]]
}


{
  "formula": "C8H9NSi",
  "method": "ωB97M-V with the def2-TZVPD basis set",
  "max_force_ev_per_a": 3.589,
  "e_tot_ev": -17807.6893,
  "homo_ev": -8.4,
  "e_lumo_ev": -0.24,
  "gap_ev": 8.172,
  "charge": 0,
  "elements": ["Si", "H", "C", "C", "C", "H", "C", "H", "H", "H", "H", "H", "C", "H", "C", "N", "C", "C", "H"],
  "coordinates": [[2.573, 1.494, -0.475], [-2.459, -2.028, -1.358], [-0.671, -1.272, -0.470], [2.100, -1.435, 0.324], [-2.022, -1.240, -0.762], [-0.056, -2.084, -0.830], [-0.903, 0.756, 0.791], [-0.466, 1.532, 1.405], [3.939, 1.369, 0.010], [2.375, 1.138, -1.873], [-3.871, -0.188, -0.513], [-2.864, 1.600, 0.854], [-2.248, 0.794, 0.484], [1.524, 0.006, 1.714], [1.316, -0.335, 0.704], [2.779, -2.307, 0.002], [-2.816, -0.209, -0.288], [-0.095, -0.283, 0.325], [1.867, 2.691, -0.045]]
}


{
  "formula": "C12H15N3OS2",
  "method": "ωB97M-V with the def2-TZVPD basis set",
  "max_force_ev_per_a": 2.743,
  "e_tot_ev": -40874.7775,
  "homo_ev": -7.9,
  "e_lumo_ev": 0.61,
  "smiles": "Cn1c(CSCCOc2ccccc2)n[nH]c1=S",
  "gap_ev": 8.506,
  "charge": 0,
  "elements": ["C", "H", "H", "N", "C", "H", "H", "S", "C", "H", "O", "C", "H", "H", "C", "N", "C", "C", "N", "H", "H", "H", "C", "S", "H", "C", "H", "H", "H", "C", "C", "H", "C"],
  "coordinates": [[-0.536, -0.244, -2.444], [1.498, 0.051, -0.340], [-0.029, -1.231, -4.381], [2.147, 1.093, 3.710], [-2.281, -1.349, -1.179], [-2.886, -1.493, -0.308], [0.367, -1.406, 0.793], [1.023, -1.011, 4.935], [-1.638, -2.210, -3.365], [3.133, 0.652, -0.227], [-1.292, 0.576, -0.292], [0.894, -1.629, 1.744], [0.118, -2.023, 2.428], [2.308, 1.576, 4.570], [-1.343, 1.952, -0.632], [1.538, -0.445, 2.330], [-2.499, -2.260, -2.240], [-0.633, -1.220, -3.473], [2.418, 1.644, 2.488], [0.158, 0.588, -2.503], [-2.366, 2.325, -0.465], [-3.284, -3.010, -2.178], [2.088, 0.831, 0.135], [1.459, 2.492, -0.437], [-1.725, -2.898, -4.188], [1.492, -0.113, 3.657], [-0.563, 3.718, 0.227], [-0.341, 2.250, 1.257], [-1.142, 2.161, -1.711], [-0.302, 2.670, 0.232], [-1.392, -0.284, -1.321], [1.582, -2.439, 1.544], [2.029, 0.687, 1.633]]
}